The following is a quantum chemistry calculation of 8 unconnected molecules or ions with the total composition C68H80FIN2O4S2 at a distorted geometry, from the OMol25 dataset.

Bonds (Å) are listed after each position.
CARTESIAN COORDINATES (ANGSTROEM)
1 H -2.62 -3.55 -8.39  C144 1.084
2 C 7.86 1.28 2.23  H99 1.084, C133 1.390, C136 1.390
3 C -1.18 -4.41 4.38  N59 1.456, C118 1.475, C126 1.483
4 C -5.25 -1.41 -8.26  C20 1.390, C83 1.390, H137 1.084
5 C 4.02 -5.56 11.63  C23 1.390, H86 1.084, C123 1.390
6 H -1.66 3.23 5.00  C149 1.121
7 H 3.63 0.51 -6.89  C113 1.084
8 H -2.31 1.10 -8.62  C58 1.085
9 H 6.58 2.70 3.20  C136 1.084
10 H 8.88 -0.28 1.17  C133 1.084
11 C 2.50 -6.37 9.95  C114 1.390, C123 1.390, H151 1.084
12 C 7.15 6.52 2.19  C18 1.390, C95 1.390, H150 1.084
13 H 2.20 -0.90 5.86  C22 1.129
14 C -2.59 0.18 0.92  C31 1.597, C61 1.581, C93 1.592, O121 1.466
15 H -2.81 -0.67 3.01  C61 1.128
16 H -2.64 -1.12 -1.72  C82 1.120
17 O -0.84 0.68 2.27  C93 1.455, C103 1.417
18 C 6.20 5.59 2.60  C12 1.390, C45 1.390, H142 1.084
19 H -4.27 -0.96 -3.47  C129 1.127
20 C -4.80 -0.56 -7.25  C4 1.390, C52 1.390, H109 1.084
21 H -6.71 -5.75 -14.62  C50 1.084
22 C 3.14 -0.48 6.33  H13 1.129, H39 1.123, H60 1.132, C152 1.580
23 C 2.95 -5.34 12.49  C5 1.390, H78 1.084, C100 1.390
24 C 1.18 0.17 -4.57  C92 1.389, H102 1.084, C154 1.390
25 H -0.88 -0.25 -5.00  C154 1.085
26 H -3.53 -2.88 0.99  C117 1.128
27 C 6.75 -0.50 1.05  C84 1.390, H89 1.084, C133 1.390
28 C 1.56 0.11 -7.32  H108 1.084, C113 1.390, C115 1.390
29 H 3.56 2.62 7.44  C120 1.125
30 C -7.07 -2.96 -12.72  H112 1.084, C125 1.390, C158 1.390
31 C -3.51 0.48 -0.35  C14 1.597, C82 1.605, H139 1.118, I157 2.169
32 H -5.49 -2.00 -11.63  C158 1.084
33 O 0.67 -0.78 1.27  C103 1.185
34 H 0.42 -6.38 10.49  C114 1.084
35 H 0.71 4.59 2.49  C101 1.126
36 N 2.92 1.98 5.54  C76 1.456, C120 1.474, C152 1.482
37 H 4.74 0.96 5.95  C152 1.131
38 H 1.91 4.32 7.93  C53 1.119
39 H 3.00 -0.28 7.43  C22 1.123
40 H -5.64 -0.73 -2.32  C129 1.120
41 H 3.29 0.58 -4.44  C92 1.084
42 C -1.32 2.55 0.65  H65 1.130, C93 1.599, C94 1.581, H132 1.133
43 S 2.00 2.62 3.01  C76 1.816, C101 1.880
44 H -1.09 -4.11 2.40  N59 1.026
45 C 5.33 5.90 3.63  C18 1.390, C48 1.390, H68 1.085
46 H 1.72 -3.34 6.26  C148 1.122
47 H 0.38 3.01 -11.35  C107 1.084
48 C 5.41 7.14 4.26  C45 1.390, C71 1.390, H143 1.084
49 C -2.54 3.23 -8.84  C58 1.389, H63 1.084, C124 1.390
50 C -6.45 -4.93 -13.96  H21 1.084, C67 1.390, C125 1.390
51 H -4.28 -0.85 2.02  C61 1.130
52 C -3.56 -0.79 -6.66  C20 1.390, H57 1.085, C141 1.390
53 C 1.81 3.82 6.93  H38 1.119, H62 1.130, H88 1.124, C120 1.594
54 C -4.79 -3.74 -12.67  C67 1.390, H122 1.084, C158 1.390
55 H -4.15 -1.64 -0.71  C82 1.119
56 H 0.59 -4.71 8.13  C119 1.120
57 H -3.21 -0.12 -5.88  C52 1.085
58 C -1.95 2.00 -9.11  H8 1.085, C49 1.389, C145 1.390
59 N -1.83 -4.32 3.08  C3 1.456, H44 1.026, C72 1.457
60 H 3.90 -1.31 6.26  C22 1.132
61 C -3.15 -0.87 1.95  C14 1.581, H15 1.128, H51 1.130, C117 1.579
62 H 0.71 3.61 6.76  C53 1.130
63 H -3.37 3.29 -8.14  C49 1.084
64 H -1.81 -2.03 -6.61  C141 1.084
65 H -2.00 3.46 0.59  C42 1.130
66 C -2.99 1.77 4.06  F74 1.442, C105 1.580, H130 1.117, C149 1.575
67 C -5.14 -4.79 -13.51  C50 1.390, C54 1.390, H111 1.084
68 H 4.58 5.17 3.95  C45 1.085
69 H 3.88 0.40 4.46  C152 1.121
70 C 5.46 1.17 2.20  C84 1.390, H110 1.083, C136 1.389
71 C 6.35 8.07 3.85  C48 1.390, H73 1.084, C95 1.390
72 C -2.73 -3.18 3.01  N59 1.457, C117 1.591, O140 1.210
73 H 6.41 9.03 4.34  C71 1.084
74 F -4.37 1.36 4.21  C66 1.442
75 H 7.96 8.48 2.49  C95 1.084
76 C 1.76 1.92 4.66  N36 1.456, S43 1.816, S128 1.654
77 H 4.63 -6.23 9.69  C123 1.084
78 H 3.13 -4.94 13.48  C23 1.084
79 H 0.88 2.17 0.65  C94 1.130
80 H 0.62 -3.08 3.95  C126 1.117
81 H -0.34 3.23 3.20  C101 1.118
82 C -3.63 -0.83 -1.28  H16 1.120, C31 1.605, H55 1.119, C129 1.603
83 C -4.47 -2.48 -8.67  C4 1.390, H98 1.084, C144 1.390
84 C 5.52 0.02 1.43  C27 1.390, C70 1.390, H85 1.084
85 H 4.60 -0.47 1.12  C84 1.084
86 H 5.03 -5.33 11.95  C5 1.084
87 H -1.60 -5.91 7.63  C153 1.123
88 H 2.13 4.47 6.07  C53 1.124
89 H 6.80 -1.40 0.44  C27 1.084
90 H -0.55 -0.28 -7.45  C115 1.084
91 H 0.39 3.85 0.28  C94 1.134
92 C 2.45 0.38 -5.10  C24 1.389, H41 1.084, C113 1.390
93 C -1.92 1.43 1.63  C14 1.592, O17 1.455, C42 1.599, C105 1.596
94 C 0.16 2.98 0.97  C42 1.581, H79 1.130, H91 1.134, C101 1.585
95 C 7.22 7.76 2.81  C12 1.390, C71 1.390, H75 1.084
96 H 0.82 -5.46 12.75  C100 1.084
97 H -8.44 -4.12 -13.91  C125 1.084
98 H -4.82 -3.15 -9.45  C83 1.084
99 H 8.78 1.76 2.55  C2 1.084
100 C 1.66 -5.63 12.08  C23 1.390, H96 1.084, C114 1.390
101 C 0.44 3.50 2.44  H35 1.126, S43 1.880, H81 1.118, C94 1.585
102 H 1.04 0.19 -3.49  C24 1.084
103 C -0.37 -0.20 1.27  O17 1.417, O33 1.185, O121 1.420
104 H -2.70 -5.80 5.33  C118 1.114
105 C -2.86 2.31 2.58  C66 1.580, C93 1.596, H116 1.130, H138 1.121
106 H -2.97 2.55 6.11  C149 1.124
107 C -0.44 3.07 -10.65  H47 1.084, C131 1.390, C145 1.390
108 H 1.71 0.09 -8.40  C28 1.084
109 H -5.41 0.27 -6.93  C20 1.084
110 H 4.50 1.59 2.49  C70 1.083
111 H -4.38 -5.51 -13.82  C67 1.084
112 H -7.82 -2.24 -12.42  C30 1.084
113 C 2.64 0.35 -6.48  H7 1.084, C28 1.390, C92 1.390
114 C 1.43 -6.15 10.81  C11 1.390, H34 1.084, C100 1.390
115 C 0.30 -0.10 -6.79  C28 1.390, H90 1.084, C154 1.390
116 H -2.43 3.35 2.66  C105 1.130
117 C -2.76 -2.37 1.64  H26 1.128, C61 1.579, C72 1.591, H135 1.121
118 C -1.76 -5.22 5.46  C3 1.475, H104 1.114, C153 1.479
119 C 0.13 -4.63 7.11  H56 1.120, C148 1.476, C153 1.469
120 C 2.58 2.43 6.91  H29 1.125, N36 1.474, C53 1.594, H127 1.122
121 O -1.36 -0.26 0.25  C14 1.466, C103 1.420
122 H -3.77 -3.64 -12.32  C54 1.084
123 C 3.80 -6.07 10.36  C5 1.390, C11 1.390, H77 1.084
124 C -2.08 4.38 -9.46  C49 1.390, C131 1.390, H147 1.084
125 C -7.41 -4.01 -13.56  C30 1.390, C50 1.390, H97 1.084
126 C 0.10 -3.72 4.70  C3 1.483, H80 1.117, C148 1.476
127 H 1.99 1.70 7.52  C120 1.122
128 S 0.37 1.23 5.23  C76 1.654
129 C -4.57 -0.44 -2.51  H19 1.127, H40 1.120, C82 1.603, H134 1.125
130 H -2.34 0.90 4.31  C66 1.117
131 C -1.03 4.30 -10.37  C107 1.390, C124 1.390, H146 1.084
132 H -1.31 2.14 -0.41  C42 1.133
133 C 7.92 0.13 1.46  C2 1.390, H10 1.084, C27 1.390
134 H -4.54 0.67 -2.71  C129 1.125
135 H -1.75 -2.51 1.18  C117 1.121
136 C 6.63 1.80 2.60  C2 1.390, H9 1.084, C70 1.389
137 H -6.21 -1.23 -8.73  C4 1.084
138 H -3.89 2.43 2.17  C105 1.121
139 H -3.08 1.27 -1.01  C31 1.118
140 O -3.44 -2.88 3.95  C72 1.210
141 C -2.78 -1.86 -7.07  C52 1.390, H64 1.084, C144 1.390
142 H 6.14 4.62 2.11  C18 1.084
143 H 4.73 7.37 5.08  C48 1.084
144 C -3.23 -2.71 -8.07  H1 1.084, C83 1.390, C141 1.390
145 C -0.90 1.92 -10.01  C58 1.390, C107 1.390, H156 1.084
146 H -0.67 5.19 -10.86  C131 1.084
147 H -2.54 5.33 -9.25  C124 1.084
148 C 0.74 -3.84 6.02  H46 1.122, C119 1.476, C126 1.476
149 C -2.74 2.94 5.08  H6 1.121, C66 1.575, H106 1.124, H155 1.121
150 H 7.83 6.27 1.38  C12 1.084
151 H 2.33 -6.77 8.96  C11 1.084
152 C 3.72 0.74 5.52  C22 1.580, N36 1.482, H37 1.131, H69 1.121
153 C -1.13 -5.31 6.80  H87 1.123, C118 1.479, C119 1.469
154 C 0.11 -0.08 -5.41  C24 1.390, H25 1.085, C115 1.390
155 H -3.40 3.81 4.82  C149 1.121
156 H -0.43 0.96 -10.22  C145 1.084
157 I -5.53 1.08 0.16  C31 2.169
158 C -5.76 -2.82 -12.28  C30 1.390, H32 1.084, C54 1.390

Orbital gap ... 8.02 eV
SMILES string ... CC[C@@H](I)[C@@]1(CCC(=O)Nc2ccccc2)OC(=O)O[C@]1(CCCSC(=S)N(CC)CC)C[C@@H](C)F.c1ccccc1.c1ccccc1.c1ccccc1.c1ccccc1.c1ccccc1.c1ccccc1.c1ccccc1
Net charge ... 0
HOMO ... -8.5 eV
LUMO level ... -0.5 eV